{"formula": "C38H24BrFO7", "method": "ωB97M-V with the def2-TZVPD basis set", "species": ["C", "C", "C", "F", "O", "C", "O", "O", "C", "C", "C", "C", "Br", "C", "C", "H", "H", "H", "H", "H", "H", "H", "H", "C", "C", "C", "C", "C", "C", "C", "O", "C", "C", "C", "C", "C", "C", "C", "O", "H", "H", "H", "H", "H", "H", "H", "H", "C", "C", "C", "C", "C", "C", "C", "O", "C", "C", "C", "C", "C", "C", "C", "O", "H", "H", "H", "H", "H", "H", "H", "H"], "coordinates": [[6.7154, 0.3408, -1.1849], [6.1105, 0.4770, -2.4432], [5.3915, 0.6384, -3.9095], [6.3604, -0.0024, -4.8756], [5.3187, 2.0795, -4.1990], [4.2226, 2.1929, -5.2147], [4.1540, 3.2958, -6.0106], [3.2737, 1.0306, -5.1686], [3.8387, 0.1598, -4.1265], [4.0348, -1.2623, -4.9463], [4.1553, -2.4336, -5.7518], [2.9266, -0.3075, -2.8478], [1.5438, -1.7138, -3.3644], [2.1786, 0.9085, -2.0420], [1.0440, 1.7202, -2.9240], [7.3877, 0.1143, -0.2305], [4.1631, -3.4418, -6.3873], [3.6433, -0.8494, -2.0651], [1.5792, 0.4039, -1.1415], [2.9135, 1.6818, -1.5286], [0.9230, 1.1154, -3.9410], [-0.0053, 1.6315, -2.3645], [1.3105, 2.8516, -3.1188], [-1.3040, -5.5928, -2.4486], [-0.4983, -4.4839, -2.1913], [-0.9340, -3.4937, -1.3093], [-2.1854, -3.6065, -0.6915], [-3.0014, -4.7029, -0.9677], [-2.5548, -5.7045, -1.8396], [-4.3438, -4.8076, -0.3602], [-5.0597, -5.7721, -0.5996], [-4.8140, -3.7294, 0.5323], [-6.1068, -3.7873, 1.0692], [-6.5546, -2.7785, 1.9248], [-5.7120, -1.7170, 2.2535], [-4.4257, -1.6539, 1.7157], [-3.9796, -2.6575, 0.8456], [-2.6304, -2.5632, 0.2538], [-1.8909, -1.6282, 0.5385], [-0.9606, -6.3691, -3.1289], [0.4711, -4.3906, -2.6758], [-0.2974, -2.6334, -1.1092], [-3.1806, -6.5701, -2.0495], [-6.7698, -4.6143, 0.8201], [-7.5607, -2.8227, 2.3364], [-6.0581, -0.9348, 2.9258], [-3.7753, -0.8196, 1.9730], [-1.6036, -0.1583, 3.6399], [-0.7506, -0.3564, 2.5545], [0.0963, 0.6708, 2.1354], [0.0817, 1.9051, 2.7964], [-0.7887, 2.1112, 3.8660], [-1.6253, 1.0731, 4.2963], [-0.8481, 3.4249, 4.5389], [-1.6099, 3.6056, 5.4808], [0.0169, 4.5192, 4.0550], [-0.0708, 5.7864, 4.6462], [0.7531, 6.8234, 4.2035], [1.6710, 6.5964, 3.1784], [1.7566, 5.3366, 2.5839], [0.9208, 4.2987, 3.0168], [0.9939, 2.9799, 2.3574], [1.7971, 2.7809, 1.4533], [-2.2571, -0.9618, 3.9724], [-0.7429, -1.3120, 2.0350], [0.7633, 0.5072, 1.2906], [-2.2977, 1.2223, 5.1393], [-0.7826, 5.9711, 5.4492], [0.6797, 7.8079, 4.6604], [2.3180, 7.4021, 2.8383], [2.4723, 5.1682, 1.7808]], "atomic_forces_ev_per_a": [[-3.710, 0.532, -8.951], [3.565, -1.116, 7.818], [1.986, 1.078, 1.371], [-2.919, 1.848, 2.520], [-2.817, -2.849, -2.586], [-0.227, 5.599, -3.301], [0.145, -8.607, 5.929], [3.946, 3.231, 2.051], [0.950, -4.971, -2.241], [0.839, -8.477, -6.058], [-1.046, 8.259, 5.688], [0.756, 1.485, 1.713], [0.930, 1.371, 0.452], [-1.084, 0.193, 0.783], [-0.403, -0.983, -0.249], [-1.969, 0.720, -2.673], [0.011, 2.920, 1.891], [-1.427, 1.115, -2.057], [1.565, 0.937, -1.969], [-1.132, -1.832, -1.270], [0.149, 1.647, 2.046], [2.386, 0.403, -1.239], [-0.496, -2.452, 0.367], [-0.297, 0.085, 0.203], [-0.218, 0.184, 0.248], [0.114, -0.215, -0.159], [0.413, -0.226, -0.363], [0.436, -0.258, -0.389], [0.256, 0.046, -0.126], [-0.848, -1.206, -0.323], [0.433, 0.599, 0.158], [-0.507, 0.270, 0.374], [-0.103, 0.237, 0.200], [0.237, -0.223, -0.236], [0.305, -0.079, -0.177], [-0.292, -0.019, 0.103], [-0.409, 0.286, 0.372], [0.706, 0.838, 0.151], [-0.795, -0.653, -0.749], [-0.083, 0.139, 0.133], [-0.159, -0.013, 0.124], [-0.262, -0.167, 0.037], [0.019, 0.293, 0.153], [0.314, 0.129, -0.031], [0.195, -0.012, -0.090], [0.084, -0.135, -0.133], [-0.053, -0.241, -0.198], [0.140, 0.458, 0.109], [0.507, 0.149, 0.254], [-0.237, -0.209, 0.168], [-0.232, -0.565, -0.124], [-0.206, -0.506, -0.001], [-0.044, -0.262, -0.172], [-0.921, 0.081, 1.083], [0.432, -0.062, -0.523], [0.201, 0.670, 0.022], [0.201, 0.259, -0.104], [-0.173, -0.367, 0.049], [-0.058, -0.358, -0.086], [-0.037, 0.291, 0.138], [0.228, 0.624, 0.037], [0.889, -0.284, -1.048], [-0.422, 0.125, 0.458], [0.129, 0.131, -0.023], [0.215, 0.504, 0.435], [-0.092, 0.183, 0.247], [0.220, 0.153, -0.190], [0.138, -0.234, -0.206], [0.001, -0.199, -0.072], [-0.117, -0.166, 0.051], [-0.247, -0.128, 0.184]], "mulliken_charge": [-0.663, -0.533, 1.495, -0.287, -0.287, 0.414, -0.516, -0.315, 1.204, -0.462, -0.830, -0.607, -0.029, 0.186, -0.879, 0.364, 0.369, 0.496, -0.263, 0.419, 0.281, 0.259, 0.245, -0.603, -0.524, -0.453, 0.254, 0.291, -0.636, 0.588, -0.690, 0.319, -0.641, -0.447, -0.698, -0.525, 0.321, 0.293, -0.709, 0.394, 0.395, 0.606, 0.457, 0.463, 0.389, 0.422, 0.615, -0.412, -0.082, -0.688, 0.183, 0.404, -0.759, 0.586, -0.688, 0.146, -0.581, -0.448, -0.508, -0.483, 0.257, 0.445, -0.713, 0.550, 0.233, 0.456, 0.469, 0.447, 0.393, 0.393, 0.457], "homo_ev": -9.5, "molar_mass_g_mol": 691.5, "energy_ha": -4662.59156, "e_lumo_ev": -1.32, "orbital_gap_ev": 8.19, "smiles": "C#C[C@]1(F)OC(=O)O[C@]1(C#C)[C@H](Br)CC.O=C1c2ccccc2C(=O)c2ccccc21.O=C1c2ccccc2C(=O)c2ccccc21"}